--- A ---
# C3H7NOS2

An isolated molecule of C3H7NOS2 (ωB97M-V/def2-TZVPD, the OMol25 dataset).

Last column: Löwdin charge in e.
Element x y z (Å)
C1 3.20 -0.82 -0.50  -0.11
O1 2.10 -1.00 0.38  -0.23
C2 1.61 0.18 0.91  -0.52
S1 0.64 1.20 -0.25  0.92
N1 -0.70 0.18 -0.46  -0.42
C3 -1.87 0.33 0.21  -0.82
S2 -3.20 -0.61 -0.01  0.58
H1 3.50 -1.81 -0.82  0.09
H2 4.06 -0.33 0.03  0.10
H3 2.91 -0.23 -1.38  0.07
H4 2.40 0.86 1.27  0.09
H5 0.97 -0.06 1.74  0.09
H6 -0.64 -0.57 -1.12  0.09
H7 -1.86 1.17 0.94  0.07

Multiplicity = 1
Charge = 0
LUMO = 0.52 eV
HOMO energy = -0.3164 Eh
Kohn-Sham gap = 9.1 eV


--- B ---
# C3H7NOS2

An isolated molecule of C3H7NOS2 (ωB97M-V/def2-TZVPD, the OMol25 dataset).

Last column: Löwdin charge in e.
Element x y z (Å)
O1 0.68 1.72 -0.65  -0.09
C1 0.39 0.95 0.47  -0.27
C2 0.28 -0.54 0.13  -0.47
C3 -1.07 -1.19 0.27  -0.52
S1 -2.30 -0.44 -0.85  0.73
N1 1.23 -1.31 -0.33  -0.33
S2 2.79 -0.72 -0.62  0.74
H1 -0.05 1.67 -1.29  0.10
H2 1.19 1.07 1.21  0.13
H3 -0.53 1.26 0.92  0.10
H4 -0.92 -2.31 0.05  0.10
H5 -1.49 -1.15 1.36  0.11
H6 -2.86 0.38 0.00  -0.17
H7 2.65 0.62 -0.67  -0.15

Multiplicity = 1
Charge = 0
LUMO = 0.42 eV
HOMO energy = -0.3228 Eh
Kohn-Sham gap = 9.2 eV


It is A that is the most stable of them.


--- A ---
# CH20O9

A cluster of 9 separate species, CH20O9 in total (ωB97M-V/def2-TZVPD, the OMol25 dataset).

Last column: Löwdin charge in e.
Element x y z (Å)
C1 -1.04 2.53 -0.96  -0.12
O1 -1.61 2.80 0.33  -0.12
H1 -0.29 3.29 -1.21  0.10
H2 -0.52 1.58 -0.87  0.05
H3 -1.83 2.39 -1.71  0.08
H4 -1.51 3.74 0.51  0.09
O2 1.61 -0.14 -1.84  -0.05
H5 2.20 -0.07 -2.60  0.06
H6 0.77 0.15 -2.22  -0.02
O3 -1.35 -0.33 3.27  -0.02
H7 -2.09 -0.91 3.08  0.06
H8 -0.71 -0.87 3.74  0.06
O4 2.97 0.97 1.10  -0.06
H9 2.02 0.98 1.22  -0.03
H10 3.07 0.82 0.16  0.01
O5 -0.83 0.05 -2.95  -0.03
H11 -0.92 -0.81 -3.34  0.07
H12 -1.29 0.68 -3.49  0.06
O6 0.20 1.14 1.42  -0.07
H13 -0.33 0.76 2.13  0.03
H14 -0.38 1.86 1.14  0.02
O7 0.22 -1.28 0.36  -0.07
H15 0.33 -0.48 0.89  0.01
H16 0.58 -0.99 -0.48  0.02
O8 2.30 -3.22 0.24  -0.06
H17 2.01 -3.90 0.85  0.02
H18 1.66 -2.51 0.36  -0.03
O9 -1.82 -3.11 0.13  -0.07
H19 -1.01 -2.58 0.14  -0.03
H20 -2.40 -2.53 0.64  0.01

Multiplicity = 1
Charge = 0
LUMO = 0.01 eV
HOMO energy = -0.3787 Eh
Kohn-Sham gap = 10.3 eV


--- B ---
# CH20O9

A cluster of 9 separate species, CH20O9 in total (ωB97M-V/def2-TZVPD, the OMol25 dataset).

Last column: Löwdin charge in e.
Element x y z (Å)
O1 0.39 -0.03 0.53  0.16
H1 1.02 -0.81 0.41  0.10
H2 -0.44 -0.44 1.07  0.17
H3 -0.16 0.27 -0.23  0.07
C1 -1.61 0.35 -1.90  -0.19
O2 -1.13 1.52 -1.16  -0.45
H4 -1.42 -0.58 -1.40  0.05
H5 -1.06 0.31 -2.82  0.05
H6 -2.66 0.51 -2.21  0.09
O3 -0.35 3.41 0.75  -0.10
H7 -1.20 3.81 0.93  0.01
H8 -0.69 2.78 0.03  0.01
O4 -1.21 -1.24 2.61  -0.10
H9 -1.72 -0.76 3.32  0.09
H10 -1.11 -2.21 2.94  0.11
O5 -3.25 1.99 0.16  -0.01
H11 -2.43 1.74 -0.14  -0.11
H12 -3.14 1.79 1.04  -0.02
O6 2.71 -0.90 -0.63  0.03
H13 3.08 -0.54 0.08  -0.02
H14 2.71 -0.34 -1.40  0.08
O7 3.57 -2.89 1.76  -0.04
H15 3.80 -3.08 0.89  0.00
H16 2.78 -2.37 1.50  0.01
O8 0.65 2.29 -2.81  -0.09
H17 -0.11 1.80 -2.55  -0.08
H18 0.24 3.10 -2.45  0.05
O9 0.81 -2.80 0.60  -0.03
H19 1.01 -3.26 -0.23  0.09
H20 0.89 -3.42 1.30  0.04

Multiplicity = 1
Charge = 0
LUMO = -0.76 eV
HOMO energy = -0.3057 Eh
Kohn-Sham gap = 7.6 eV


It is A that is the most stable of them.


--- A ---
# C3H9N2O

The ion C3H9N2O with charge +1 (ωB97M-V/def2-TZVPD, the OMol25 dataset).

Last column: Löwdin charge in e.
Element x y z (Å)
C1 -0.28 -0.52 1.35  0.07
N1 -0.38 0.16 -0.05  -0.33
C2 0.38 -0.52 -1.06  -0.01
N2 -0.10 1.66 0.07  0.16
C3 -1.73 0.07 -0.63  -0.21
O1 -2.54 -0.67 -0.16  0.18
H1 0.71 -0.63 1.66  0.09
H2 -0.82 0.07 2.06  0.10
H3 -0.74 -1.52 1.30  0.13
H4 0.19 -1.60 -1.34  0.16
H5 0.16 0.10 -1.92  0.11
H6 1.42 -0.44 -0.75  0.12
H7 -0.23 1.90 1.13  0.17
H8 0.69 2.04 -0.39  0.09
H9 -1.86 0.85 -1.39  0.16

Multiplicity = 1
Charge = +1
LUMO = -4.12 eV
HOMO energy = -0.5832 Eh
Kohn-Sham gap = 11.8 eV


--- B ---
# C3H9N2O

The ion C3H9N2O with charge +1 (ωB97M-V/def2-TZVPD, the OMol25 dataset).

Last column: Löwdin charge in e.
Element x y z (Å)
C1 0.83 -0.71 -1.92  0.21
N1 0.13 -0.43 -0.92  -0.17
C2 -1.31 -0.37 -0.98  0.02
O1 0.81 -0.26 0.30  -0.05
C3 0.27 0.88 1.16  -0.16
N2 0.51 0.55 2.56  0.06
H1 0.46 -0.84 -2.91  0.13
H2 1.86 -0.72 -1.90  0.11
H3 -1.73 -0.65 0.04  0.13
H4 -1.62 0.72 -1.12  0.14
H5 -1.71 -1.02 -1.82  0.14
H6 -0.76 0.82 0.86  0.07
H7 0.89 1.82 0.90  0.17
H8 -0.11 -0.18 3.01  0.13
H9 1.48 0.38 2.74  0.07

Multiplicity = 1
Charge = +1
LUMO = -4.75 eV
HOMO energy = -0.5230 Eh
Kohn-Sham gap = 9.5 eV


--- C ---
# C3H9N2O

The ion C3H9N2O with charge +1 (ωB97M-V/def2-TZVPD, the OMol25 dataset).

Last column: Löwdin charge in e.
Element x y z (Å)
C1 -1.32 1.46 1.30  0.01
N1 -0.86 1.13 -0.07  0.02
C2 0.64 0.71 -0.23  0.02
C3 0.59 -0.82 -0.27  -0.55
N2 0.79 -1.39 -1.48  0.20
O1 0.25 -1.42 0.72  0.11
H1 -0.72 2.27 1.72  0.11
H2 -2.37 1.73 1.25  0.11
H3 -1.25 0.60 1.96  0.11
H4 -1.01 1.95 -0.65  0.17
H5 -1.38 0.38 -0.53  0.18
H6 0.96 1.29 -1.09  0.13
H7 1.13 0.99 0.70  0.14
H8 0.53 -2.36 -1.56  0.13
H9 1.18 -0.88 -2.26  0.12

Multiplicity = 1
Charge = +1
LUMO = -3.59 eV
HOMO energy = -0.5434 Eh
Kohn-Sham gap = 11.2 eV


It is C that is the most stable of them.